This record from the OMol25 dataset describes a 6-piece molecular cluster, C30H41I2O21P overall in a non-equilibrium geometry. The level of theory is wB97M-V/def2-TZVPD.

* energy: -100261.416 eV
* structure (SMILES): O=C1C(COO)=C(I)C(=O)C(P(O)O)=C1CCCI.C[C@@H]1COC(=O)O1.C[C@@H]1COC(=O)O1.C[C@@H]1COC(=O)O1.C[C@@H]1COC(=O)O1.C[C@@H]1COC(=O)O1
* gap between HOMO and LUMO: 7.23 eV
* relative energy (zero: lowest compared OMol25 entry of this formula, charge and spin): 0.0 kcal/mol
* lowest unoccupied orbital energy: -1.16 eV

ORCA input file:
```
! RIJCOSX wB97M-V def2-TZVPD def2/J DEFGRID3
* xyz 0 1
O 1.39088 0.96624 -0.88164
C 1.20861 -0.07213 -0.28545
C 2.31248 -1.09090 -0.27004
C 3.52744 -0.75066 -1.10244
O 3.31551 -1.07355 -2.47672
O 2.99835 -2.46510 -2.57645
C 2.16284 -2.18333 0.47617
I 3.63126 -3.69502 0.60815
C 0.89869 -2.40947 1.27239
O 0.82730 -3.39150 1.97643
C -0.22904 -1.42300 1.18180
P -1.79279 -1.72061 2.15202
O -1.41035 -2.82304 3.30257
O -2.70090 -2.55736 1.05627
C -0.09787 -0.31017 0.44105
C -1.10632 0.79402 0.27668
C -2.47912 0.36282 -0.28571
C -2.38418 -0.48783 -1.55445
I -4.35423 -1.24356 -2.01853
H 3.64860 0.33068 -1.11194
H 4.42778 -1.21916 -0.70697
H 2.13692 -2.45217 -3.01222
H -1.24041 -3.67481 2.87786
H -2.20394 -3.28847 0.66257
H -1.28522 1.22556 1.26692
H -0.74353 1.60731 -0.34501
H -3.00122 1.28152 -0.56222
H -3.12079 -0.10345 0.45772
H -1.67460 -1.30720 -1.48732
H -2.16160 0.16808 -2.39271
C -4.53827 -1.52334 -7.78655
C -5.52168 -1.28890 -6.66825
C -6.88936 -0.81922 -7.10407
O -7.33791 -0.09861 -5.95060
C -6.23221 0.36301 -5.30724
O -6.24860 1.14641 -4.41849
O -5.11120 -0.19762 -5.82930
H -3.55890 -1.78147 -7.38460
H -4.87634 -2.33651 -8.42906
H -4.41404 -0.62247 -8.38918
H -5.59754 -2.17991 -6.03775
H -7.57221 -1.63345 -7.33563
H -6.84686 -0.12826 -7.95006
C -1.03246 5.48539 -1.82466
C -2.23265 5.20294 -0.95944
C -2.44391 6.16441 0.18459
O -3.15750 5.34765 1.12884
C -2.79583 4.06366 0.90902
O -3.06151 3.15391 1.62642
O -2.08633 3.95696 -0.24554
H -0.91177 4.69629 -2.56919
H -1.14328 6.43393 -2.33625
H -0.11943 5.50808 -1.23079
H -3.13210 5.12579 -1.57716
H -3.02993 7.03758 -0.08772
H -1.50920 6.48752 0.64447
C 8.10136 -4.13015 4.29925
C 7.95478 -2.66928 3.95755
C 6.88324 -1.93477 4.72689
O 6.53537 -0.88145 3.81932
C 6.79480 -1.32721 2.56428
O 6.45370 -0.77775 1.56957
O 7.49449 -2.48934 2.60698
H 8.83594 -4.60273 3.64774
H 8.42475 -4.25029 5.33323
H 7.15684 -4.65742 4.15867
H 8.91882 -2.15999 4.04886
H 7.23300 -1.52583 5.67187
H 5.99562 -2.54766 4.90166
C 4.22570 7.82566 -0.21140
C 2.94528 8.62004 -0.17579
C 2.23119 8.62838 1.15419
O 0.86829 8.84254 0.75728
C 0.73043 8.34394 -0.49448
O -0.30954 8.18714 -1.04862
O 1.93754 8.03444 -1.02243
H 4.63371 7.80440 -1.22141
H 4.96714 8.26708 0.45433
H 4.04985 6.79178 0.08837
H 3.12128 9.63962 -0.53046
H 2.56486 9.42043 1.81985
H 2.29336 7.66812 1.67148
C -2.51807 -9.18108 4.03531
C -1.96629 -7.94239 3.37725
C -2.07203 -6.68084 4.19744
O -2.11066 -5.66817 3.18220
C -2.63926 -6.23563 2.06440
O -2.96175 -5.63374 1.09439
O -2.73105 -7.57900 2.21256
H -2.47600 -10.02762 3.35062
H -1.94405 -9.42689 4.92862
H -3.56356 -9.04014 4.31228
H -0.93502 -8.11186 3.05399
H -1.22486 -6.52498 4.86088
H -2.99878 -6.62489 4.77266
*
```